The following is a quantum chemistry calculation of 17 unconnected molecules or ions with the total composition C117H163F18N14O21 in a non-equilibrium geometry, from the OMol25 dataset.

```
333
C117H163F18N14O21 ωB97M-V/def2-TZVPD
C 4.52820 -15.33050 4.50405
N 4.24444 -14.08224 3.81799
C 4.57637 -14.01377 2.49613
C 4.16929 -12.91850 1.76458
C 3.56747 -11.84182 2.42292
C 3.26148 -11.95094 3.72430
C 3.50981 -13.11281 4.38105
C 3.30104 -10.57802 1.73534
C 2.79133 -10.44139 0.41799
C 2.23654 -9.25558 -0.03014
N 2.34651 -8.19721 0.75480
C 2.93533 -8.22836 1.93712
C 3.49056 -9.39831 2.44734
C 1.65464 -6.96682 0.29205
H 3.57181 -15.77281 4.69069
H 5.01650 -15.22023 5.47588
H 5.15605 -15.98701 3.93084
H 5.01883 -14.88015 2.05049
H 4.49685 -12.87186 0.73841
H 2.71203 -11.15585 4.27584
H 3.15273 -13.32151 5.39753
H 2.63458 -11.29534 -0.22724
H 1.76756 -9.13327 -0.98021
H 2.99003 -7.24161 2.49583
H 4.03161 -9.37434 3.40072
H 2.22364 -6.71370 -0.64020
H 1.93527 -6.14707 0.97237
H 0.60175 -7.22020 0.30827
C 11.50549 -2.59467 -3.98383
N 10.08129 -2.41990 -4.13088
C 9.44523 -1.25344 -4.35250
C 8.04520 -1.11131 -4.43934
C 7.24123 -2.23064 -4.37707
C 7.91039 -3.44215 -4.26636
C 9.28917 -3.55511 -4.09291
C 5.80818 -2.19171 -4.67975
C 5.02566 -3.37966 -4.57572
C 3.71717 -3.36621 -4.84790
N 3.21383 -2.21885 -5.35835
C 3.92188 -1.12789 -5.60105
C 5.26317 -1.09201 -5.27203
C 1.76707 -2.20691 -5.75349
H 11.85665 -2.43063 -2.97089
H 11.97999 -1.93503 -4.71890
H 11.73077 -3.59758 -4.30867
H 10.00462 -0.31057 -4.45264
H 7.73589 -0.07867 -4.62882
H 7.40121 -4.38851 -4.37199
H 9.81059 -4.46405 -3.93712
H 5.38548 -4.28692 -4.13672
H 3.06482 -4.26018 -4.66770
H 3.43972 -0.27874 -6.05403
H 5.66511 -0.07272 -5.35808
H 1.22523 -1.30280 -5.42919
H 1.22928 -3.08261 -5.30161
H 1.72801 -2.22499 -6.86222
C 0.22345 -4.02818 3.28317
N -1.20142 -3.75761 3.13155
C -2.03099 -4.74187 2.76871
C -3.35057 -4.56262 2.34969
C -3.81088 -3.26791 2.21808
C -3.00585 -2.27211 2.72943
C -1.68945 -2.49268 3.07333
C -5.14680 -3.00494 1.62681
C -5.33221 -1.85789 0.92284
C -6.46092 -1.61306 0.17596
N -7.40982 -2.50241 0.25663
C -7.27455 -3.73569 0.88507
C -6.15410 -3.99947 1.66152
C -8.61574 -2.19578 -0.49279
H 0.38959 -4.98810 3.78729
H 0.69622 -3.31084 3.94210
H 0.72148 -4.01060 2.32556
H -1.71063 -5.76729 2.81538
H -3.93231 -5.42924 2.10279
H -3.29916 -1.23564 2.71510
H -0.97191 -1.70795 3.26932
H -4.58741 -1.05135 0.95288
H -6.73114 -0.64259 -0.14767
H -8.01856 -4.48028 0.69929
H -5.99504 -4.97605 2.05396
H -9.49218 -2.35979 0.08619
H -8.64173 -2.84405 -1.39567
H -8.62277 -1.17963 -0.85698
C -5.09081 -3.08798 -4.61062
N -5.76722 -1.97478 -3.87120
C -4.92216 -1.06806 -3.27902
C -5.29356 0.24238 -3.25036
C -6.57009 0.62058 -3.78400
C -7.48800 -0.37064 -3.89711
C -7.01775 -1.66042 -4.13501
C -6.98956 1.99298 -3.79554
C -6.29325 2.95595 -3.15699
C -6.62143 4.24794 -3.32012
N -7.64575 4.66426 -4.01923
C -8.46484 3.75455 -4.60668
C -8.15206 2.43199 -4.53529
C -7.71866 6.08107 -4.22340
H -4.55208 -3.67398 -3.91042
H -4.44383 -2.64128 -5.33366
H -5.82471 -3.66992 -5.10202
H -4.04392 -1.59344 -2.84735
H -4.65462 0.98623 -2.81737
H -8.55071 -0.24027 -4.05586
H -7.69473 -2.41800 -4.52703
H -5.38216 2.74759 -2.53479
H -5.95284 4.95912 -2.94555
H -9.29364 4.11532 -5.14788
H -8.75954 1.74103 -5.06428
H -8.50039 6.43235 -3.56929
H -8.07285 6.30704 -5.22916
H -6.78107 6.54410 -3.98133
C -2.98928 3.01353 -0.75827
N -1.86116 2.06552 -0.95488
C -2.02763 0.76150 -0.74695
C -1.02418 -0.12508 -0.78125
C 0.25286 0.37030 -1.07469
C 0.44910 1.70289 -1.40737
C -0.67669 2.52793 -1.35709
C 1.39733 -0.59628 -1.00825
C 2.41819 -0.45284 -1.98358
C 3.46108 -1.31883 -1.97396
N 3.58581 -2.21253 -1.00451
C 2.60504 -2.42943 -0.12758
C 1.44786 -1.64533 -0.11988
C 4.82660 -2.95772 -1.07485
H -2.58365 3.98419 -0.45512
H -3.75176 2.65358 -0.08534
H -3.49326 3.22873 -1.68706
H -3.04709 0.50707 -0.48098
H -1.21079 -1.19153 -0.48183
H 1.40291 2.15981 -1.72199
H -0.65051 3.61362 -1.46209
H 2.36356 0.19783 -2.81352
H 4.22439 -1.30720 -2.70147
H 2.83513 -3.24062 0.56331
H 0.67111 -1.85819 0.61352
H 4.99088 -3.60088 -0.16791
H 5.66745 -2.19700 -1.25232
H 4.68527 -3.55325 -1.95885
C -4.33651 3.20347 3.28652
N -5.10287 2.16903 3.98639
C -6.37886 2.36551 4.31834
C -7.06338 1.44377 5.09721
C -6.42101 0.28482 5.56750
C -5.09398 0.08259 5.20761
C -4.45295 1.03657 4.42625
C -7.15782 -0.73839 6.32727
C -8.50588 -1.07065 6.11198
C -9.13218 -1.95780 6.90577
N -8.50304 -2.64883 7.88747
C -7.21064 -2.42865 8.03993
C -6.54938 -1.51744 7.26178
C -9.26240 -3.47730 8.80308
H -4.36564 4.07232 3.96908
H -4.81078 3.41834 2.34935
H -3.28381 2.97386 3.09445
H -6.79395 3.29537 3.98968
H -8.08780 1.60890 5.48130
H -4.44382 -0.69548 5.57910
H -3.38632 0.85330 4.08111
H -9.09513 -0.61286 5.28995
H -10.18631 -2.14235 6.84733
H -6.77111 -3.07890 8.82765
H -5.50565 -1.32677 7.47464
H -9.43586 -2.84320 9.67202
H -8.78105 -4.40315 9.00726
H -10.21955 -3.72239 8.32556
C 6.92352 1.72269 4.76106
C 7.60863 0.43821 4.42056
C 7.86449 0.22413 2.94816
C 8.73816 -1.04444 2.77167
N 8.78979 -1.67652 1.42833
C 9.31456 -0.66046 0.39823
C 10.64023 -1.33770 -0.02410
C 11.08651 -2.16315 1.15365
C 9.79741 -2.81114 1.52966
C 7.42663 -2.28212 1.01207
H 5.95975 1.79998 4.22454
H 7.47290 2.62177 4.50495
H 6.69030 1.72821 5.82325
H 7.08991 -0.46526 4.75183
H 8.51996 0.43495 4.99415
H 8.34408 1.09748 2.51679
H 6.97600 0.03916 2.40999
H 8.26296 -1.78039 3.45671
H 9.78000 -0.89547 3.07263
H 8.55499 -0.61465 -0.37123
H 9.43010 0.18840 1.01267
H 10.45913 -1.93828 -0.90178
H 11.37846 -0.59447 -0.32749
H 11.98216 -2.78690 0.86573
H 11.48412 -1.52931 1.93848
H 9.57752 -3.63069 0.81229
H 9.65998 -3.29561 2.50715
H 7.27349 -3.12981 1.65123
H 7.59813 -2.58873 -0.01218
H 6.63035 -1.46832 1.06025
C -5.52242 12.02730 4.41682
C -4.43324 11.02365 4.14088
C -4.29305 10.57845 2.64316
C -5.27900 9.50647 2.21532
N -4.97870 8.68453 0.92965
C -6.02406 7.58964 0.81468
C -5.62667 6.57827 1.84871
C -4.08022 6.49788 1.77804
C -3.62880 7.82131 1.06069
C -4.89822 9.57725 -0.29522
H -5.51327 12.26479 5.46406
H -6.52271 11.76428 4.06335
H -5.34095 12.93227 3.82083
H -4.64348 10.07376 4.66376
H -3.46302 11.34130 4.42437
H -3.27945 10.12641 2.47800
H -4.38533 11.51125 2.06745
H -6.28248 9.98872 2.22487
H -5.30459 8.71610 2.97048
H -5.88757 7.27089 -0.18936
H -6.99109 8.06119 0.91277
H -6.17430 5.63395 1.75506
H -5.92652 6.98119 2.80545
H -3.88517 5.67196 1.05231
H -3.60652 6.24333 2.73251
H -3.28296 7.71016 0.00933
H -2.91907 8.38221 1.64975
H -4.77768 9.09112 -1.25134
H -4.12491 10.31120 -0.07587
H -5.85604 10.08871 -0.32522
C -4.96960 1.31351 -6.20091
O -4.40043 2.19283 -5.24709
O -5.80863 0.41912 -5.59379
C -5.84610 2.03342 -7.25693
F -6.77314 1.25725 -7.91159
F -6.51925 2.95817 -6.58517
F -5.20577 2.72330 -8.25387
C -3.25739 2.86467 -5.75626
C -2.15581 2.77477 -4.74672
H -2.28812 3.49998 -3.96045
H -2.15470 1.77420 -4.27785
H -1.22104 2.88731 -5.34216
H -3.51023 3.91406 -5.84063
H -2.93481 2.44007 -6.72118
H -4.12440 0.85066 -6.60928
C 7.00984 0.66881 -2.17819
O 8.10298 1.49109 -2.68981
O 7.28874 -0.63430 -1.96585
C 6.65724 1.41065 -0.92290
F 5.75001 2.39068 -1.18592
F 6.14082 0.57756 0.05311
F 7.69212 1.91031 -0.35811
C 7.67674 2.50414 -3.62720
C 8.84898 2.69712 -4.56584
H 8.83102 2.04299 -5.44048
H 8.80085 3.72392 -4.98222
H 9.79475 2.56574 -4.04724
H 7.43030 3.45590 -3.04967
H 6.81843 2.14914 -4.23674
H 6.20496 0.87514 -2.93997
C 3.70727 -4.66503 3.28651
O 3.69109 -3.20316 2.94281
O 2.80364 -5.49136 2.79376
C 5.04272 -5.05800 2.82176
F 5.35073 -6.33348 3.27846
F 5.06837 -5.19602 1.51046
F 6.12073 -4.37898 3.17553
C 4.09618 -2.43889 4.10100
C 4.46670 -1.01516 3.75209
H 3.64442 -0.40710 3.34202
H 4.80406 -0.51890 4.65720
H 5.26476 -1.13118 3.02362
H 5.01278 -2.86103 4.50316
H 3.32988 -2.48406 4.87094
H 3.65588 -4.76110 4.38855
C -1.05612 1.96915 3.14834
O -1.07995 3.32794 2.65056
O -1.94149 1.19576 2.61744
C 0.48991 1.48835 2.88921
F 0.44294 0.33578 2.21670
F 1.22796 2.29565 2.13383
F 1.14453 1.34747 4.01171
C -0.26286 4.25550 3.39875
C -0.33341 5.53053 2.59706
H -1.29812 5.63943 2.11826
H -0.25217 6.41847 3.21266
H 0.35596 5.63281 1.75779
H 0.73482 3.85828 3.52322
H -0.70606 4.34596 4.38346
H -1.03054 2.04991 4.24911
C 3.67678 2.41001 -4.31552
O 3.15782 2.99148 -3.09135
O 4.54090 1.45597 -4.20500
C 2.38561 1.96138 -5.10028
F 2.64030 1.50728 -6.39035
F 1.86026 0.84072 -4.58037
F 1.53175 2.91311 -5.16251
C 3.70256 4.29634 -2.87970
C 3.18602 4.93041 -1.60250
H 3.39940 4.23173 -0.76767
H 3.77314 5.83089 -1.38421
H 2.11967 5.11326 -1.70220
H 3.51909 4.91235 -3.75503
H 4.74652 4.18618 -2.86455
H 3.95558 3.30385 -5.01043
C -3.38947 6.26633 -2.66831
O -2.27458 7.06989 -2.13214
O -4.51250 6.08411 -1.96192
C -3.87311 7.05347 -3.90856
F -4.28863 6.17429 -4.84794
F -4.91523 7.87864 -3.63165
F -2.87307 7.70843 -4.49955
C -1.55622 6.41486 -1.15874
C -0.45473 7.37652 -0.62456
H 0.01442 7.02800 0.26203
H 0.40493 7.40165 -1.33671
H -0.84075 8.35951 -0.53458
H -1.03476 5.51865 -1.56788
H -2.21638 6.12545 -0.36038
H -2.99454 5.27565 -2.92596
O 0.52674 -4.87129 -1.04202
C 1.25092 -4.51975 -2.19171
O 0.66139 -3.81933 -3.06783
O 2.47544 -4.96725 -2.12134
H -0.30264 -4.35931 -1.02579
O -2.42103 -2.76770 -2.19094
C -2.60761 -3.19864 -0.77636
O -3.77143 -3.45064 -0.51782
O -1.64706 -2.98228 0.04439
H -1.53991 -2.62981 -2.52656
O -7.38279 3.20753 1.61032
C -7.32750 1.67566 1.40025
O -7.26299 1.44993 0.17485
O -7.46125 0.95170 2.39041
H -7.38475 3.43191 0.67431
```

For the total energy, the calculation gives -236696.059 eV. The strongest force on any atom is 3.64 eV Å⁻¹. As for the charge: +5. Its multiplicity is 1. The value obtained for the HOMO energy is -13.6 eV. The value obtained for the frontier orbital gap is 4.1283 eV.

The following is a quantum chemistry calculation of a molecular structure, C11H10BrFeN in a non-equilibrium geometry, from the OMol25 dataset.

```
24
C11H10BrFeN ωB97M-V/def2-TZVPD
C -1.65124 -0.83310 -1.61299
C -1.63236 -1.36267 -0.27038
C -1.73841 -0.27012 0.64079
H -1.59253 -2.39740 -0.02073
C -1.68584 0.98168 -0.12531
C -1.70450 0.61292 -1.51210
H -1.89076 1.28622 -2.35340
H -1.72526 -1.44013 -2.50719
H -1.81817 -0.36787 1.72573
H -1.75579 2.00810 0.24120
Fe 0.00417 -0.18503 -0.60787
Br 2.08904 -0.85295 -1.33178
C 2.23549 0.65625 -3.87266
C 1.16458 1.43934 -4.35178
C 0.17651 0.55454 -4.89130
H 1.13489 2.52228 -4.37086
C 0.61940 -0.77948 -4.70915
C 1.89751 -0.73776 -4.08256
H 2.52168 -1.60383 -3.87172
H 3.15714 1.02403 -3.43429
H -0.72156 0.86062 -5.42367
H 0.11993 -1.68581 -5.03298
N 1.80582 0.32756 2.06430
C 0.99028 0.24253 1.22520
```

For the total energy, the calculation gives -117486.334 eV. The strongest force on any atom is 4.58 eV Å⁻¹. As for the charge: -2. Its multiplicity is 5. The value obtained for the HOMO energy (alpha / beta) is 0.9 / 0.9 eV. The value obtained for the frontier orbital gap (alpha / beta) is 5.2179 / 5.1499 eV. For the energy above the lowest of the compared OMol25 structures with the same formula, charge and spin, the calculation gives 0.954 eV.

Q: The lowest charge belongs to which entry?
A: C11H10BrFeN